# 1
DFT (ωB97M-V/def2-TZVPD) results for a molecular structure, C60H58Cl5MoN7OTe.

- Multiplicity: 4
- ΔE to the lowest compared entry with this formula, charge and spin: 51.2 kJ/mol
- HOMO-LUMO gap (spin up / spin down): 5.8 / 2.8 eV
- HOMO level (spin up / spin down): -8.0 / -8.0 eV
- LUMO energy (spin up / spin down): -2.2 / -5.1 eV
- Total charge: +1

```
133
Properties=species:S:1:pos:R:3:lowdin_charge:R:1
Mo -1.2952 -0.9991 1.2532 1.553
C -6.3404 0.8943 -3.4961 -0.050
C -5.3184 0.8090 -2.4066 -0.286
C -4.8626 1.9480 -1.7454 -0.051
C -3.9162 1.8607 -0.7496 -0.018
C -3.3715 0.6350 -0.3347 -0.198
N -2.3010 0.5643 0.5487 -0.118
C -1.7106 1.8384 0.7353 -0.299
C -0.9414 2.3876 -0.2961 -0.105
C -0.4535 3.6731 -0.2235 -0.085
C -0.6973 4.4745 0.8885 -0.282
C -0.1316 5.8557 0.9456 -0.035
C -1.4914 3.9616 1.9003 0.019
C -2.0323 2.6816 1.8088 -0.162
N -2.9934 2.2951 2.7501 -0.086
C -3.9849 3.0742 3.2337 -0.051
C -4.7306 2.2911 4.0804 -0.039
C -4.1053 1.0396 4.0472 -0.120
N -3.0601 1.0550 3.2364 0.052
C -3.9142 -0.5272 -0.9398 -0.141
C -4.8469 -0.4149 -1.9744 0.026
N -3.5450 -1.7755 -0.5139 -0.078
C -3.2993 -2.9182 -1.3654 -0.275
C -3.1866 -4.0026 -0.3456 -0.015
C -3.0598 -3.3871 0.8495 -0.195
N -3.2093 -2.0351 0.7678 -0.138
H -6.2938 1.8601 -3.9935 0.076
H -7.3397 0.7808 -3.0746 0.087
H -6.1888 0.1022 -4.2267 0.078
H -5.2561 2.9166 -2.0136 0.109
H -3.5861 2.7762 -0.2836 0.110
H -0.7516 1.7862 -1.1735 0.082
H 0.1185 4.0767 -1.0449 0.111
H -0.1992 6.3206 -0.0347 0.085
H 0.9205 5.8161 1.2266 0.087
H -0.6570 6.4729 1.6677 0.081
H -1.7331 4.5730 2.7575 0.123
H -4.1170 4.0887 2.9188 0.124
H -5.6006 2.5793 4.6310 0.095
H -4.3718 0.1471 4.5758 0.100
H -5.2526 -1.3103 -2.4197 0.118
H -4.0580 -3.0563 -2.1401 0.146
H -3.1136 -5.0413 -0.5867 0.093
H -2.8963 -3.8481 1.8093 0.100
Cl 1.3000 1.8414 1.4937 0.810
C 1.7597 0.2219 1.8661 -0.760
C 0.7916 -0.7973 1.7466 -0.408
C 1.3326 -2.0685 2.0669 -0.728
Cl 0.2109 -3.3845 2.0494 0.799
C 2.6249 -2.3031 2.5131 -0.729
Cl 3.1592 -3.8796 2.9457 0.719
C 3.5089 -1.2270 2.6553 -0.735
Cl 5.0964 -1.4493 3.2709 0.721
C 3.0643 0.0470 2.3103 -0.719
Cl 4.1303 1.3939 2.4653 0.728
C 7.4659 2.4265 -0.6689 -0.032
C 6.1155 1.7976 -0.8074 -0.256
C 5.8993 0.4728 -0.4724 -0.014
C 4.6588 -0.1331 -0.6320 -0.325
C 4.5647 -1.6015 -0.3400 -0.058
C 3.5936 0.6190 -1.1276 -0.375
Te 1.6426 -0.2750 -1.3533 1.839
N -0.7762 -1.9814 -0.3002 -0.135
C -0.9022 -2.6457 -1.3660 -0.417
O -2.0957 -2.7190 -2.0956 -0.029
C 0.1628 -3.3797 -2.0575 -0.163
C 1.4143 -3.5606 -1.4628 -0.092
C 2.4254 -4.1947 -2.1596 -0.079
C 2.2029 -4.6684 -3.4439 -0.068
C 0.9549 -4.5215 -4.0286 -0.056
C -0.0519 -3.8695 -3.3479 -0.002
C 1.4645 -0.0714 -3.4839 -0.333
C 2.5754 -0.1875 -4.3266 -0.285
C 3.8872 -0.7086 -3.8365 -0.040
C 2.4501 0.1371 -5.6679 0.003
C 1.2369 0.5273 -6.2146 -0.246
C 1.1296 0.9471 -7.6458 -0.033
C 0.1216 0.5074 -5.3927 0.001
C 0.2138 0.2095 -4.0399 -0.285
C -1.0749 0.1421 -3.2751 -0.060
C 3.7909 1.9626 -1.4585 -0.303
C 2.6834 2.7916 -2.0264 -0.050
C 5.0441 2.5313 -1.2969 0.002
H 8.1999 1.7031 -0.3246 0.080
H 7.4322 3.2541 0.0386 0.089
H 7.7956 2.8236 -1.6279 0.089
H 6.7205 -0.1173 -0.0923 0.128
H 5.1428 -1.8578 0.5425 0.061
H 4.9826 -2.1654 -1.1730 0.094
H 3.5348 -1.9179 -0.1870 0.028
H 1.5563 -3.2585 -0.4341 0.064
H 3.3922 -4.3306 -1.6967 0.106
H 2.9929 -5.1700 -3.9800 0.107
H 0.7659 -4.9193 -5.0144 0.110
H -1.0166 -3.7438 -3.8100 0.119
H 3.7176 -1.5032 -3.1106 0.057
H 4.4713 0.0765 -3.3615 0.082
H 4.4682 -1.1025 -4.6645 0.093
H 3.3218 0.0665 -6.3012 0.124
H 1.9806 0.5978 -8.2253 0.081
H 1.1097 2.0363 -7.7045 0.093
H 0.2135 0.5669 -8.0932 0.086
H -0.8502 0.7272 -5.8121 0.131
H -1.6286 1.0786 -3.3584 0.100
H -0.9290 -0.1120 -2.2243 0.006
H -1.6905 -0.6439 -3.7113 0.098
H 1.7520 2.5804 -1.5011 0.023
H 2.5376 2.5558 -3.0811 0.090
H 2.9177 3.8494 -1.9464 0.091
H 5.1940 3.5677 -1.5653 0.128
C -0.3649 1.3185 4.7082 0.004
N 0.2496 0.2864 5.5589 -0.163
C -0.4282 0.1779 6.8600 0.001
C 0.3328 -1.0259 4.8204 -0.093
C -1.0201 -1.6558 4.6018 -0.276
C -1.4879 -2.4087 5.6841 -0.083
C -2.7633 -2.9271 5.7135 -0.075
C -3.5987 -2.6296 4.6519 -0.081
C -3.1054 -1.9393 3.5592 -0.190
C -1.7800 -1.4856 3.4219 -0.216
H -0.5391 2.2245 5.2864 0.113
H -1.3157 0.9468 4.3095 0.070
H 0.2915 1.5507 3.8692 0.062
H 1.2187 0.5685 5.7353 0.188
H -1.4751 -0.0822 6.7129 0.109
H -0.3630 1.1221 7.3983 0.108
H 0.0357 -0.6036 7.4583 0.108
H 0.9672 -1.6903 5.4102 0.145
H 0.8273 -0.8053 3.8802 0.074
H -0.8268 -2.6177 6.5141 0.108
H -3.1040 -3.5299 6.5405 0.105
H -4.6257 -2.9651 4.6552 0.110
H -3.8109 -1.7398 2.7654 0.075
```

# 2
DFT (ωB97M-V/def2-TZVPD) results for a molecular structure, C60H63BBrF4N10OP2Ti.

- Multiplicity: 1
- ΔE to the lowest compared entry with this formula, charge and spin: 82.6 kJ/mol
- HOMO-LUMO gap: 6.0 eV
- HOMO level: -14.8 eV
- LUMO energy: -8.8 eV
- Total charge: +3

```
143
Properties=species:S:1:pos:R:3:lowdin_charge:R:1
Ti 0.7119 -0.0354 0.0989 1.215
C -2.3462 -2.7958 -3.7033 0.027
N -2.1244 -1.7651 -2.6872 -0.027
C -0.9626 -1.3976 -2.1200 -0.428
N -1.1568 -0.4568 -1.1867 0.056
C -2.5172 -0.1613 -1.2339 -0.137
C -3.1217 -1.0110 -2.1281 -0.113
C -4.5304 -1.1168 -2.5522 -0.187
C -5.4645 -1.7434 -1.7310 -0.026
C -6.7875 -1.8428 -2.1327 -0.051
C -7.1815 -1.3173 -3.3554 -0.049
C -6.2539 -0.6953 -4.1797 -0.050
C -4.9298 -0.5970 -3.7812 -0.029
C -3.2536 1.0294 -0.7389 -0.185
C -3.2456 2.1876 -1.5195 -0.045
C -4.0959 3.2439 -1.2293 -0.056
C -4.9851 3.1478 -0.1657 -0.061
C -5.0241 1.9871 0.5952 -0.059
C -4.1704 0.9334 0.2987 -0.043
P 0.6384 -1.9830 -2.7409 1.219
C 1.1419 -2.7357 -1.1848 -0.450
N 0.7187 -2.3516 0.0204 0.041
C 1.1725 -3.3074 0.9112 -0.148
C 1.8487 -4.2768 0.2092 -0.095
N 1.8262 -3.8906 -1.1088 -0.026
C 2.4618 -4.5922 -2.2252 0.019
C 2.5240 -5.4978 0.6800 -0.199
C 2.0698 -6.7562 0.2899 -0.040
C 2.7130 -7.8958 0.7464 -0.051
C 3.8052 -7.7812 1.5967 -0.049
C 4.2538 -6.5293 1.9941 -0.047
C 3.6149 -5.3866 1.5379 -0.013
C 0.9563 -3.3765 2.3709 -0.179
C 1.4775 -2.4387 3.2567 -0.030
C 1.4263 -2.6689 4.6237 -0.079
C 0.8177 -3.8095 5.1258 -0.057
C 0.2637 -4.7328 4.2482 -0.046
C 0.3489 -4.5251 2.8812 -0.024
C 1.4360 -0.3448 -2.7246 -0.433
N 1.1757 0.6427 -1.8540 -0.021
C 1.6311 1.8214 -2.4195 -0.181
C 2.2401 1.5136 -3.6100 -0.117
N 2.1033 0.1534 -3.7760 -0.024
C 2.5859 -0.6073 -4.9328 0.029
C 2.8816 2.3773 -4.6191 -0.212
C 4.2386 2.6748 -4.5149 -0.037
C 4.8429 3.4820 -5.4669 -0.048
C 4.0936 3.9945 -6.5176 -0.046
C 2.7415 3.6984 -6.6235 -0.047
C 2.1336 2.8872 -5.6769 -0.018
C 1.2520 3.1559 -1.9322 -0.169
C 2.0942 4.2590 -2.0436 -0.006
C 1.6461 5.5148 -1.6575 -0.038
C 0.3585 5.6846 -1.1652 -0.052
C -0.4847 4.5868 -1.0503 -0.066
C -0.0345 3.3332 -1.4308 -0.050
H -1.4111 -3.3061 -3.9123 0.065
H -2.7265 -2.3412 -4.6143 0.105
H -3.0760 -3.5093 -3.3280 0.115
H -5.1505 -2.1637 -0.7833 0.112
H -7.5108 -2.3336 -1.4957 0.115
H -8.2140 -1.3940 -3.6680 0.118
H -6.5631 -0.2832 -5.1305 0.117
H -4.2098 -0.0958 -4.4181 0.121
H -2.6194 2.2367 -2.4015 0.122
H -4.0936 4.1252 -1.8577 0.120
H -5.6675 3.9603 0.0460 0.120
H -5.7508 1.8855 1.3912 0.118
H -4.2440 0.0080 0.8439 0.089
H 3.0453 -5.4127 -1.8194 0.100
H 3.1263 -3.9130 -2.7547 0.094
H 1.7102 -4.9883 -2.9051 0.101
H 1.2087 -6.8452 -0.3630 0.123
H 2.3612 -8.8726 0.4439 0.116
H 4.3056 -8.6712 1.9534 0.118
H 5.1026 -6.4432 2.6586 0.116
H 3.9567 -4.4073 1.8509 0.123
H 1.9851 -1.5620 2.8900 0.081
H 1.8994 -1.9666 5.2995 0.111
H 0.7920 -3.9909 6.1923 0.118
H -0.2073 -5.6300 4.6267 0.118
H -0.0431 -5.2718 2.2010 0.126
H 3.1316 0.0746 -5.5776 0.103
H 1.7467 -1.0284 -5.4820 0.099
H 3.2532 -1.3988 -4.6007 0.100
H 4.8174 2.2743 -3.6901 0.106
H 5.8968 3.7122 -5.3896 0.117
H 4.5655 4.6270 -7.2573 0.119
H 2.1604 4.1012 -7.4416 0.117
H 1.0761 2.6630 -5.7514 0.123
H 3.0954 4.1433 -2.4366 0.120
H 2.3031 6.3688 -1.7565 0.121
H 0.0098 6.6710 -0.8890 0.119
H -1.5000 4.7120 -0.6925 0.104
H -0.7023 2.4800 -1.3788 0.079
C 1.3331 4.9350 2.5455 -0.006
C 2.0825 3.9121 1.7433 -0.212
C 3.4210 4.0488 1.4002 0.037
C 4.0415 3.0663 0.6524 -0.081
C 3.3115 1.9640 0.2468 -0.680
Br 4.2615 0.6925 -0.7860 0.943
N 2.0198 1.8077 0.5586 -0.020
C 1.4443 2.7675 1.3001 -0.093
H 1.9716 5.7774 2.8027 0.096
H 0.9562 4.5075 3.4765 0.084
H 0.4838 5.3204 1.9786 0.078
H 3.9806 4.9214 1.7138 0.141
H 5.0837 3.1426 0.3795 0.120
H 0.4026 2.6112 1.5394 0.073
C 0.4258 1.3214 4.6642 -0.066
N -0.5530 0.3369 4.1955 -0.263
C -1.0668 -0.5273 5.2657 -0.061
P -1.3355 0.5467 2.7921 0.652
O -0.3668 0.3268 1.5512 -0.351
N -2.5206 -0.5561 2.6503 -0.291
C -2.2968 -1.9327 2.2099 -0.056
C -3.7442 -0.3925 3.4433 -0.067
N -1.8270 2.0869 2.7415 -0.256
C -2.3580 2.7358 3.9477 -0.060
C -1.8840 2.9558 1.5755 -0.090
H 1.2835 0.7989 5.0838 0.088
H -0.0078 1.9604 5.4366 0.101
H 0.7780 1.9424 3.8419 0.064
H -0.2332 -0.8301 5.8932 0.087
H -1.5143 -1.4305 4.8634 0.073
H -1.7904 0.0059 5.8884 0.097
H -2.2432 -2.6189 3.0589 0.094
H -1.3815 -2.0174 1.6388 0.053
H -3.1311 -2.2319 1.5702 0.094
H -3.9201 0.6553 3.6782 0.078
H -3.6958 -0.9666 4.3702 0.093
H -4.5963 -0.7550 2.8687 0.094
H -2.2643 2.0950 4.8208 0.077
H -3.4128 2.9765 3.8033 0.100
H -1.8127 3.6619 4.1379 0.100
H -1.5739 2.4322 0.6780 0.054
H -1.2364 3.8221 1.7360 0.080
H -2.9048 3.3054 1.4210 0.088
F 2.9578 0.7975 3.4328 0.245
B 4.1991 0.3262 3.3511 -0.867
F 5.1195 1.0636 2.7753 0.289
F 4.4863 -0.8271 3.8990 0.302
F 2.1929 -0.6422 0.7966 -0.327
```

# 3
DFT (ωB97M-V/def2-TZVPD) results for a molecular structure, C60H68N11O3PSZr.

- Multiplicity: 1
- HOMO-LUMO gap: 7.0 eV
- HOMO level: -6.9 eV
- LUMO energy: 0.2 eV
- Total charge: 0

```
145
Properties=species:S:1:pos:R:3:lowdin_charge:R:1
Zr -0.6119 0.0475 0.3704 1.694
C -1.2934 4.5796 1.1706 -0.029
C -0.7089 3.3071 1.1573 -0.115
N -1.4144 2.1963 1.1739 0.018
C -2.7766 2.2825 1.2310 -0.178
C -3.4452 3.5193 1.2925 -0.166
C -2.6528 4.6839 1.2337 0.002
C -4.8520 3.5501 1.4396 -0.059
C -5.5173 2.3686 1.5884 -0.075
C -4.8526 1.1249 1.5344 -0.009
C -3.4938 1.0449 1.2883 -0.220
N -2.7032 -0.0740 1.2023 -0.045
C -3.1838 -1.3783 1.2218 -0.232
C -4.4147 -1.8643 0.8450 -0.022
C -4.7123 -3.2466 0.9120 -0.067
C -3.8014 -4.1590 1.3457 -0.048
C -2.5055 -3.7099 1.6923 -0.151
C -1.4642 -4.5672 2.1106 0.001
C -0.2260 -4.0594 2.3796 -0.033
C 0.0030 -2.6886 2.1869 -0.125
N -0.9445 -1.8560 1.8244 0.000
C -2.1972 -2.3441 1.6072 -0.169
H -0.6599 5.4578 1.1358 0.108
H 0.3679 3.2016 1.1521 0.080
H -3.1382 5.6539 1.2547 0.121
H -5.3705 4.5016 1.4588 0.107
H -6.5897 2.3763 1.7508 0.105
H -5.4217 0.2249 1.7042 0.090
H -5.1511 -1.1932 0.4296 0.102
H -5.6965 -3.5793 0.6000 0.108
H -4.0310 -5.2178 1.3901 0.112
H -1.6628 -5.6306 2.1976 0.121
H 0.5906 -4.6982 2.6877 0.107
H 0.9854 -2.2490 2.3048 0.084
C 1.4674 0.7269 -6.0029 -0.074
C 2.3643 1.4216 -4.9845 -0.205
N 2.5030 0.6687 -3.7278 -0.120
C 3.7968 0.0391 -3.4717 -0.253
C 3.9422 -1.3256 -4.1340 -0.075
C 1.4884 0.6004 -2.8358 -0.664
S 1.5917 -0.4670 -1.5276 0.789
N 0.4099 1.3578 -3.2055 0.124
C -0.5457 1.7036 -2.3960 -0.391
O -0.6137 1.4340 -1.1389 -0.262
C -1.6168 2.5819 -2.9549 -0.121
C -1.4064 3.2569 -4.1549 -0.025
C -2.3756 4.1135 -4.6520 -0.083
C -3.5651 4.2982 -3.9554 -0.087
C -3.7830 3.6199 -2.7627 -0.063
C -2.8096 2.7676 -2.2619 -0.016
H 1.4363 1.3053 -6.9300 0.074
H 0.4534 0.6369 -5.6118 0.066
H 1.8402 -0.2748 -6.2329 0.059
H 1.9814 2.4165 -4.7696 0.103
H 3.3694 1.5299 -5.3906 0.111
H 3.9112 -0.0684 -2.3965 0.064
H 4.5685 0.7222 -3.8312 0.113
H 3.2406 -2.0318 -3.6815 0.049
H 4.9567 -1.7062 -3.9911 0.079
H 3.7467 -1.2704 -5.2081 0.068
H -0.4755 3.1022 -4.6864 0.099
H -2.2058 4.6414 -5.5828 0.100
H -4.3232 4.9674 -4.3470 0.100
H -4.7141 3.7470 -2.2216 0.105
H -2.9874 2.2087 -1.3570 0.092
N 1.0670 0.1157 1.5194 -0.348
P 1.7838 1.1397 2.4170 0.551
N 3.0574 0.5440 3.3380 -0.200
C 2.6603 -0.4039 4.4073 -0.203
C 3.3404 -1.7590 4.2497 -0.188
C 4.8696 -1.6252 4.2733 -0.187
C 5.3184 -0.3451 3.5372 -0.172
C 4.2389 0.1091 2.5682 -0.214
N 0.7786 1.8152 3.5752 -0.192
C -0.4825 1.1429 3.9670 -0.214
C -0.5812 0.9895 5.4799 -0.173
C -0.6168 2.3723 6.1562 -0.187
C 0.1154 3.4144 5.2977 -0.178
C 1.2842 2.7877 4.5491 -0.204
N 2.5342 2.4136 1.6128 -0.198
C 3.5288 3.2992 2.2472 -0.220
C 4.6989 3.5834 1.3112 -0.186
C 4.2192 4.3403 0.0661 -0.185
C 2.8240 3.8460 -0.3632 -0.165
C 2.5636 2.4322 0.1344 -0.238
H 1.5804 -0.5472 4.3936 0.087
H 2.9167 0.0152 5.3866 0.116
H 3.0192 -2.2070 3.3053 0.096
H 2.9997 -2.4213 5.0469 0.113
H 5.3183 -2.5055 3.8098 0.105
H 5.2192 -1.5998 5.3076 0.104
H 6.2601 -0.5045 3.0095 0.108
H 5.4809 0.4637 4.2544 0.112
H 3.9949 -0.7040 1.8712 0.122
H 4.5869 0.9424 1.9645 0.084
H -0.5460 0.1822 3.4695 0.075
H -1.3456 1.7248 3.6280 0.105
H 0.2752 0.4212 5.8477 0.094
H -1.4765 0.4141 5.7250 0.114
H -0.1480 2.3121 7.1418 0.105
H -1.6483 2.6911 6.3161 0.106
H 0.4769 4.2375 5.9150 0.110
H -0.5684 3.8446 4.5588 0.109
H 1.9793 2.3232 5.2644 0.116
H 1.8360 3.5669 4.0317 0.086
H 3.8762 2.8458 3.1755 0.103
H 3.0693 4.2624 2.5059 0.111
H 5.1669 2.6425 1.0152 0.097
H 5.4559 4.1582 1.8477 0.113
H 4.9363 4.2029 -0.7455 0.105
H 4.1851 5.4112 0.2774 0.105
H 2.7196 3.8636 -1.4498 0.111
H 2.0484 4.5066 0.0379 0.105
H 3.3275 1.7534 -0.2640 0.108
H 1.6220 2.0742 -0.2491 0.044
O -3.5469 -0.2822 -1.9466 0.079
C -2.7719 -1.2086 -1.8467 -0.523
N -2.9656 -2.4654 -2.3794 0.163
C -1.7732 -3.2935 -2.2779 -0.245
C -0.9785 -2.4244 -1.2768 -0.480
O 0.0241 -2.7500 -0.6647 -0.025
N -1.5477 -1.1995 -1.1677 0.008
C -2.0514 -4.7081 -1.7872 -0.136
C -1.0210 -5.4879 -1.2661 -0.019
C -1.2644 -6.7986 -0.8780 -0.080
C -2.5327 -7.3513 -1.0182 -0.095
C -3.5588 -6.5784 -1.5446 -0.086
C -3.3177 -5.2636 -1.9231 -0.042
C -1.0205 -3.3664 -3.6268 -0.114
C -1.7325 -3.7305 -4.7692 -0.030
C -1.1080 -3.8017 -6.0040 -0.078
C 0.2488 -3.5141 -6.1133 -0.087
C 0.9657 -3.1673 -4.9787 -0.072
C 0.3381 -3.0962 -3.7370 -0.012
H -3.6206 -2.5544 -3.1365 0.139
H -0.0332 -5.0568 -1.1528 0.116
H -0.4554 -7.3937 -0.4678 0.103
H -2.7197 -8.3772 -0.7225 0.099
H -4.5525 -6.9966 -1.6577 0.102
H -4.1375 -4.6593 -2.2953 0.109
H -2.7861 -3.9832 -4.6963 0.112
H -1.6780 -4.0846 -6.8811 0.102
H 0.7405 -3.5615 -7.0784 0.101
H 2.0256 -2.9459 -5.0563 0.077
H 0.9107 -2.8109 -2.8612 0.072
```

no.,maximum force (eV/Å),M (u),E (eV)
1,2.91,1293.98,-147390.9427
2,0.43,1216.76,-203464.2941
3,1.37,1145.54,-107272.3313